Record 1
DFT (ωB97M-V/def2-TZVPD) results for C40H30AsBr2Cl5N3O4RuS as an isolated structure in a non-equilibrium geometry.

XYZ file:
```
87
Properties=species:S:1:pos:R:3:forces:R:3:mulliken_charge:R:1
Ru -0.533562 -0.266422 0.163337 -0.58 0.50 0.71 2.895
C -0.923896 0.762629 -3.451485 -0.05 0.01 0.00 -0.485
C -1.709098 1.648054 -2.530971 0.01 0.05 0.04 0.667
C -2.657265 2.539373 -3.079374 0.02 0.00 -0.06 -1.305
C -3.384817 3.347279 -2.262980 -0.04 0.05 0.00 -1.045
C -3.191059 3.289456 -0.867097 0.01 -0.04 -0.09 0.981
C -3.926233 4.048822 0.073665 -0.01 0.02 0.00 -0.118
Br -5.194965 5.335838 -0.501100 0.02 -0.04 -0.01 -0.246
C -3.746032 3.853570 1.408229 0.01 -0.03 0.07 -0.326
C -2.812073 2.907849 1.861732 -0.06 0.07 0.18 0.163
Br -2.668121 2.604429 3.722595 0.03 0.02 -0.04 -0.196
C -2.022002 2.168530 1.006514 0.26 -0.20 0.14 -0.169
O -1.118646 1.317501 1.421578 -0.26 0.17 -0.23 0.098
C -2.235470 2.369038 -0.393111 0.08 -0.18 -0.22 -0.324
N -1.507825 1.568246 -1.232941 0.00 0.09 -0.09 0.412
H -1.016780 1.096875 -4.483748 -0.02 0.00 0.01 0.494
H -1.279885 -0.267688 -3.394643 0.00 -0.01 0.03 0.122
H 0.127999 0.777522 -3.181671 0.08 0.01 0.02 -0.393
H -2.798244 2.562709 -4.152178 0.01 0.00 0.03 0.460
H -4.123604 4.023962 -2.670937 0.02 0.01 0.02 0.371
H -4.327022 4.415294 2.126593 0.03 -0.02 0.01 0.454
O 1.636859 1.453499 0.318222 0.02 0.05 0.14 -0.853
S 2.157673 0.758963 1.486719 -0.02 -0.13 -0.01 1.391
O 3.501306 0.234365 1.398314 0.03 -0.07 -0.08 -0.833
N 1.074378 -0.403817 1.709755 -0.05 0.05 0.22 0.713
C 0.950479 -1.173855 2.863209 0.13 0.18 -0.43 -0.361
C 1.813781 -1.221274 3.928779 0.15 0.03 0.13 -0.630
C 1.540571 -2.032273 5.052650 0.08 0.08 -0.05 -0.984
C 0.424651 -2.810214 5.111277 -0.05 -0.02 -0.04 -0.983
C -0.467958 -2.815943 4.012324 -0.05 -0.04 0.02 0.946
C -1.634511 -3.608979 3.976745 0.02 -0.02 0.08 -0.594
C -2.441013 -3.579829 2.878955 -0.04 -0.02 -0.06 -1.300
C -2.088396 -2.751722 1.799477 0.01 0.01 0.04 0.058
N -1.017209 -1.994446 1.793769 0.09 0.05 0.20 0.571
C -0.202687 -2.006788 2.892262 -0.16 -0.09 -0.21 -0.019
C 2.181094 1.879455 2.846805 -0.03 0.07 0.12 -0.407
C 3.329889 1.946008 3.628824 -0.09 0.06 -0.03 -0.198
C 3.372334 2.843633 4.682803 -0.02 0.04 0.03 -0.813
C 2.278191 3.659440 4.944016 0.02 0.00 0.02 -0.479
C 1.141105 3.587545 4.150959 -0.02 -0.01 -0.03 -0.756
C 1.084865 2.696535 3.089423 0.06 -0.03 0.05 -0.473
H 2.721123 -0.636132 3.910716 0.01 0.00 0.02 0.443
H 2.240549 -2.030199 5.878504 0.01 0.02 -0.02 0.414
H 0.212651 -3.430943 5.972879 0.00 0.01 -0.02 0.402
H -1.873125 -4.233781 4.829837 0.00 0.01 -0.02 0.429
H -3.342868 -4.173458 2.817971 0.02 0.02 0.00 0.467
H -2.722699 -2.716888 0.926876 0.00 0.01 -0.03 0.308
H 4.175097 1.314244 3.394127 -0.01 0.00 0.00 0.506
H 4.260944 2.909441 5.297518 -0.02 0.00 -0.01 0.412
H 2.314672 4.358220 5.770901 0.00 -0.01 -0.02 0.389
H 0.289622 4.224103 4.354530 0.01 -0.01 0.01 0.455
H 0.206824 2.615286 2.463678 0.05 -0.01 0.04 0.328
Cl -6.620678 -3.140495 -3.265357 0.02 0.03 0.01 -0.201
C -5.473081 -2.313962 -2.281326 -0.05 0.03 0.04 0.460
C -4.131887 -2.660275 -2.323276 0.09 -0.02 -0.02 -0.038
Cl -3.575389 -3.911506 -3.373023 -0.03 0.07 0.05 -0.203
C -3.227387 -1.991366 -1.507582 0.15 -0.03 0.05 0.611
Cl -1.532734 -2.376307 -1.538747 -0.16 -0.25 -0.21 -0.270
C -3.585855 -0.971247 -0.611726 -0.09 0.29 0.00 -1.464
O -2.753943 -0.366430 0.162693 0.02 -0.51 -0.16 -0.243
C -4.962153 -0.625617 -0.614993 -0.01 0.05 0.05 0.188
Cl -5.435643 0.662644 0.425255 -0.01 -0.05 -0.03 -0.132
C -5.876350 -1.282331 -1.419734 -0.02 -0.01 -0.03 0.211
Cl -7.534809 -0.825489 -1.371853 0.01 -0.01 0.00 -0.193
C 1.264702 -1.989641 -3.144417 0.01 -0.01 -0.07 -1.424
As 1.515117 -0.937276 -1.527378 0.18 -0.24 -0.11 0.517
C 2.664802 -2.221683 -0.633229 0.00 0.01 0.03 -1.349
C 2.793095 0.434986 -2.111899 0.13 -0.04 -0.04 -1.223
C 3.742046 -0.052983 -3.161433 0.02 0.12 0.03 -0.172
C 4.951841 -0.639185 -2.795706 0.01 -0.06 -0.01 -0.100
C 5.835021 -1.103649 -3.761439 -0.03 0.01 0.02 -0.753
C 5.522198 -0.983602 -5.107934 -0.01 0.01 -0.01 -0.448
C 4.321966 -0.393895 -5.483599 -0.01 -0.01 0.03 -0.774
C 3.440936 0.066550 -4.516496 0.02 0.00 -0.02 -0.074
H 2.252356 -2.236797 -3.527166 0.01 -0.04 -0.07 0.533
H 0.705579 -1.451526 -3.904304 -0.02 0.01 -0.03 0.277
H 0.734739 -2.906040 -2.896000 0.01 -0.03 0.00 0.573
H 3.436499 -2.546982 -1.330204 0.01 -0.02 0.01 0.531
H 2.053499 -3.075575 -0.341649 0.00 -0.02 0.01 0.407
H 3.111736 -1.775630 0.249568 0.02 0.02 0.03 0.249
H 3.309352 0.727394 -1.200424 0.02 -0.01 -0.05 0.598
H 2.215636 1.298403 -2.438052 -0.02 0.01 -0.04 0.779
H 5.202318 -0.723555 -1.743631 0.01 0.02 -0.02 0.504
H 6.773481 -1.552047 -3.460784 -0.01 0.00 0.00 0.393
H 6.213510 -1.338146 -5.861500 -0.01 0.00 0.01 0.391
H 4.073172 -0.290440 -6.532172 0.00 0.01 0.01 0.403
H 2.506690 0.530675 -4.815313 0.01 0.00 0.00 0.376
```
Positions in Å, forces in eV/Å.

Summary:
ΔE to the lowest compared entry with this formula, charge and spin, eV: 0.000
2S+1: 6
Max |F|, hartree/bohr: 0.02027
Orbital gap (alpha / beta), hartree: 0.2747 / 0.2215
Highest occupied orbital energy (alpha / beta), Ha: -0.2805 / -0.2823
E_LUMO (alpha / beta), eV: -0.2 / -1.7

Record 2
DFT (ωB97M-V/def2-TZVPD) results for C47H41F6IrN2OP2S4 as an isolated structure in a non-equilibrium geometry.

XYZ file:
```
104
Properties=species:S:1:pos:R:3:forces:R:3:mulliken_charge:R:1
Ir 13.746244 16.328671 11.703430 -0.18 -0.74 -1.31 3.477
S 15.348983 20.195328 11.227015 0.06 0.15 0.09 -0.407
P 13.798741 19.695428 12.318908 0.74 -0.63 -0.38 2.070
C 14.025826 17.980510 12.871124 -1.42 1.08 -1.87 -1.961
P 14.974534 17.407021 14.130051 1.27 -1.03 2.19 1.084
S 15.329848 15.437368 13.532891 -0.40 1.02 -0.04 -0.525
C 16.505862 18.324132 14.209758 -0.48 -1.12 -0.45 0.717
C 16.560569 19.449654 14.968267 -0.13 1.59 1.76 -0.261
C 17.650025 20.302961 14.889017 0.67 0.56 -0.60 -0.713
C 18.672945 20.049228 13.985399 -0.44 -1.24 -0.33 -0.610
C 18.586673 18.876411 13.185007 -0.03 1.12 0.39 -0.707
C 17.508482 18.014190 13.294993 0.93 1.88 1.14 -0.909
C 14.040227 17.603422 15.707337 0.52 0.11 -1.86 1.072
C 12.700017 17.798056 15.493528 -2.03 -0.11 0.49 -0.206
C 11.849493 17.936088 16.615280 -0.34 0.10 -0.94 -0.698
C 12.383511 17.927811 17.888778 -0.35 -0.39 -0.62 -0.735
C 13.744964 17.723649 18.076732 -0.63 -0.14 0.06 -0.806
C 14.566547 17.584894 16.975846 1.19 -0.26 1.09 -0.220
C 12.253979 19.789706 11.434575 0.96 2.70 -1.79 0.065
C 11.243401 18.942376 11.500389 -3.26 -2.23 -0.26 0.797
C 10.117542 18.982445 10.634659 0.86 1.13 -1.17 -1.163
C 9.994542 20.006624 9.673654 0.57 0.19 1.39 -0.490
C 10.956952 21.037469 9.698410 1.35 -0.99 -0.37 -0.834
C 12.101124 20.838374 10.500966 -0.37 0.58 -0.34 -1.044
C 13.613469 20.743835 13.721838 1.09 1.49 0.33 0.857
C 14.512809 21.758513 14.085616 -0.21 -0.33 1.51 -0.769
C 14.371968 22.432434 15.332338 -0.75 -0.89 -1.34 -0.845
C 13.176604 22.274829 16.026736 0.23 -0.05 -0.05 -0.612
C 12.217336 21.375921 15.544124 -1.74 1.25 2.09 -0.486
C 12.468713 20.608153 14.445207 -2.62 -0.91 -0.44 -0.318
H 15.808667 19.744371 15.722022 0.13 -0.53 -0.71 0.299
H 17.681318 21.232540 15.451739 -0.08 -0.29 0.18 0.414
H 19.539891 20.698545 13.917335 -0.19 -0.02 -0.10 0.416
H 19.338363 18.723241 12.428547 0.22 -0.29 0.01 0.443
H 17.515269 17.127233 12.762592 -0.30 -1.56 -1.15 0.561
H 12.258362 17.777693 14.476859 0.38 -0.05 0.79 0.077
H 10.748777 18.012144 16.495043 0.92 0.04 -0.09 0.428
H 11.674863 17.974721 18.694760 0.13 0.11 0.50 0.469
H 14.066360 17.565304 19.091049 0.56 0.25 0.09 0.421
H 15.635543 17.440159 17.146079 -0.25 -0.06 -0.18 0.525
H 11.280756 18.167134 12.212555 -0.12 -1.08 0.62 0.038
H 9.434501 18.166102 10.531190 -0.32 -0.41 0.63 0.506
H 9.171827 20.046665 8.965507 0.09 -0.16 0.16 0.448
H 10.991583 21.810850 8.901971 -0.22 -0.43 0.91 0.345
H 12.942681 21.491520 10.395153 0.24 0.56 -0.19 0.454
H 15.316420 21.988118 13.433258 0.86 -0.02 -0.34 0.491
H 15.140228 23.062867 15.738316 0.19 0.41 -0.27 0.496
H 12.992641 22.916429 16.897996 -0.03 -0.54 -0.28 0.404
H 11.202783 21.387875 16.083540 1.64 -0.37 -1.04 0.315
H 11.638112 19.994060 14.002094 0.89 0.40 0.81 0.152
S 15.109679 17.267898 10.176327 0.23 -0.19 -0.32 -0.202
C 14.939477 16.327435 8.673603 -1.01 0.02 0.41 -0.397
N 15.334770 16.959900 7.544408 -0.26 -2.63 -0.63 0.496
C 15.155682 16.178160 6.284663 -0.38 2.72 0.03 -0.984
C 15.125682 14.762430 6.545173 -0.83 -2.54 -1.39 -0.623
N 14.050602 14.475934 7.495870 1.51 -0.72 -0.36 0.012
C 13.402927 13.201451 7.288675 -1.28 -0.38 1.33 -1.355
C 14.294093 12.002958 7.204569 1.62 -1.21 -0.74 0.696
C 15.160318 11.756340 8.294147 -0.30 0.52 0.28 0.140
C 16.116392 10.749555 8.277273 0.06 -0.89 -0.78 -0.723
C 16.244377 9.918588 7.106142 1.04 0.48 2.08 -0.356
C 15.409158 10.135943 6.054222 -0.75 -0.22 -1.34 -0.503
C 14.413191 11.153782 6.078703 0.33 -0.26 0.81 -0.445
C 14.159994 15.109009 8.660611 1.76 2.50 0.05 0.703
S 13.491246 14.554535 10.135679 -0.64 -0.35 1.24 -0.383
C 15.879768 18.257715 7.439419 0.36 2.40 1.69 -1.853
C 17.398946 18.420732 7.448590 -0.29 -2.36 0.19 1.267
C 18.232215 17.467025 8.128758 -1.52 2.31 -0.64 -0.346
C 19.575330 17.682125 8.026548 0.94 -1.13 1.85 -0.363
C 20.186175 18.644085 7.256865 -1.33 0.06 -0.44 -0.811
C 19.337790 19.497265 6.583421 0.37 1.02 -0.20 -0.400
C 17.961657 19.433053 6.707120 -0.26 -1.01 -0.16 -0.660
H 15.880751 16.442300 5.546260 1.15 0.19 -0.07 0.563
H 14.247362 16.535081 5.791877 -0.43 -0.16 0.32 0.352
H 16.103803 14.329416 6.836077 -0.54 0.22 0.20 0.221
H 14.790824 14.218915 5.610247 0.70 0.65 0.80 0.520
H 12.810737 13.316661 6.399891 -0.50 -0.15 -0.40 0.431
H 12.761761 13.112048 8.182752 -0.22 -0.28 -0.63 0.547
H 14.988721 12.428522 9.164123 0.55 -0.75 -0.42 0.188
H 16.756935 10.528232 9.144338 -0.41 0.34 -0.44 0.388
H 17.029750 9.116291 7.081240 -0.96 0.93 0.01 0.337
H 15.547739 9.458408 5.172568 -0.52 0.89 0.75 0.316
H 13.703239 11.159920 5.257425 0.11 0.45 -0.01 0.404
H 15.515251 18.873068 8.295901 0.04 -0.51 -0.32 0.391
H 15.425722 18.770596 6.603612 0.04 -0.08 -0.63 0.514
H 17.847549 16.771973 8.867282 -0.12 -0.12 -0.32 0.361
H 20.150575 17.132307 8.766716 0.45 -0.30 -0.52 0.349
H 21.241906 18.662187 7.172738 0.77 0.33 -0.02 0.466
H 19.705000 20.314137 5.993846 0.46 0.12 -0.35 0.399
H 17.293931 20.029075 6.102659 0.17 0.45 0.05 0.394
C 12.012534 14.563559 14.456142 0.92 0.47 1.05 -1.630
C 11.308995 15.013852 13.196336 -1.35 1.50 -0.06 0.630
O 11.887911 16.104117 12.503509 -0.13 -1.01 0.88 -0.825
C 9.812947 15.495470 13.631586 0.11 0.39 0.40 0.401
F 9.801652 16.744517 14.187182 0.86 -0.66 0.09 -0.168
F 9.266267 14.659709 14.542075 0.44 0.44 -0.17 -0.271
F 8.936560 15.603694 12.643631 0.15 -0.45 -0.84 -0.266
C 11.146610 13.744431 12.364230 -1.48 0.92 -1.38 0.218
F 12.282430 13.109858 12.270880 1.40 -0.93 -0.17 -0.228
F 10.267677 12.962442 12.964169 -0.44 -0.87 0.05 -0.249
F 10.698204 13.928898 11.072904 0.27 0.21 1.13 -0.272
H 12.056113 15.362902 15.230865 -0.11 -0.48 -0.69 0.154
H 13.043590 14.264040 14.221238 -0.40 0.23 0.08 0.362
H 11.529563 13.699669 14.908426 -0.15 0.05 -0.09 0.570
```
Positions in Å, forces in eV/Å.

Summary:
ΔE to the lowest compared entry with this formula, charge and spin, eV: 1.628
2S+1: 6
Max |F|, hartree/bohr: 0.07696
Orbital gap (alpha / beta), hartree: 0.2662 / 0.1747
Highest occupied orbital energy (alpha / beta), Ha: -0.3577 / -0.3920
E_LUMO (alpha / beta), eV: -2.5 / -5.9
Charge: +1

| no. | energy (eV) |
| --- | --- |
| 1 | -331580.3883 |
| 2 | -135486.7411 |